Computed, not measured: a cluster of 2 separate species, C4H8FNO in total at a distorted geometry, with ωB97M-V/def2-TZVPD.

Cartesian coordinates (Å):
H  0.335  -2.808  -0.669
O  -1.090  0.181  -1.278
F  2.900  2.099  0.698
H  -1.125  -0.827  1.681
C  -0.206  -2.244  -1.337
C  -0.278  0.129  -0.055
H  -0.438  0.714  1.997
C  -1.064  0.151  1.236
H  2.121  1.432  0.311
N  0.677  1.154  0.068
H  -2.114  0.387  0.955
H  0.240  2.022  0.283
H  -0.694  -2.746  -2.129
C  -0.366  -1.025  -0.920
H  1.100  1.381  -0.840

Charge: 0
Maximum force (eV/Å): 4.03
Energy above the lowest of the compared OMol25 structures with the same formula, charge and spin (kcal/mol): 58.3
SMILES: C=C1O[C@]1(C)N.F
HOMO (eV): -10.10
HOMO-LUMO gap (eV): 10.8